Below is a 11-piece molecular cluster, C47H59N7O4 overall at a distorted geometry, with properties calculated with ωB97M-V/def2-TZVPD.

Atoms and positions in Å:
N -1.4703 12.0444 11.3114
C -1.2217 13.0247 12.2625
C -1.2741 12.7707 13.6484
C -2.0072 11.6185 14.0021
C -2.3102 10.6496 13.1081
C -2.0325 10.8833 11.7456
H -0.9694 14.0126 11.9065
H -0.9393 13.5057 14.3654
H -2.1639 11.5602 15.0691
H -2.8424 9.7953 13.4996
H -2.1465 10.1035 11.0072
N -9.4864 9.4926 17.4599
C -9.0551 8.3829 16.8206
C -8.0895 8.3331 15.7473
C -7.7234 9.6015 15.2325
C -8.3097 10.7821 15.7179
C -9.1379 10.6883 16.9027
H -9.3874 7.4321 17.2105
H -7.7409 7.4179 15.2919
H -7.1986 9.6862 14.2924
H -8.4090 11.6643 15.1029
H -9.6200 11.6271 17.1322
N -1.1200 1.7536 14.6792
C -2.0906 1.2722 15.4754
C -3.2526 1.9892 15.7942
C -3.5407 3.1398 15.1241
C -2.6397 3.6003 14.1174
C -1.3931 2.9057 14.0493
H -1.8309 0.2918 15.8465
H -3.9114 1.5359 16.5201
H -4.4698 3.6294 15.3761
H -2.8109 4.5040 13.5514
H -0.5955 3.1785 13.3742
N -4.4647 9.1399 9.1179
C -5.2816 10.1815 9.4070
C -4.9466 11.4691 9.0381
C -3.9055 11.6528 8.2150
C -3.1150 10.5982 7.8630
C -3.3544 9.3809 8.4228
H -6.2211 9.9081 9.8643
H -5.5283 12.3228 9.3533
H -3.6874 12.6126 7.7706
H -2.3329 10.8682 7.1688
H -2.8258 8.4865 8.1279
N -0.5694 7.1634 16.5951
C -1.1840 8.4522 16.5209
C -2.5930 8.5921 16.5603
C -3.4193 7.4672 16.4026
C -2.7936 6.1983 16.3674
C -1.3561 6.0603 16.3740
H -0.6413 9.3801 16.6247
H -2.9202 9.6145 16.6786
H -4.4927 7.5551 16.3217
H -3.4497 5.3433 16.2988
H -0.9191 5.0726 16.3757
N -2.5388 6.6307 6.7349
C -1.2184 6.6925 7.0035
C -0.6621 6.0669 8.1131
C -1.5396 5.4606 9.0050
C -2.9261 5.4174 8.8429
C -3.3762 5.9361 7.6362
H -0.5030 7.1986 6.3723
H 0.3874 5.9402 8.3343
H -1.2157 5.0076 9.9303
H -3.5231 4.9484 9.6110
H -4.4037 5.7024 7.3997
N -8.4984 4.8531 7.8917
C -9.0259 5.7206 8.8084
C -9.4702 5.2896 10.0196
C -9.6086 3.8830 10.2106
C -9.0689 3.0539 9.3119
C -8.3835 3.5667 8.1560
H -9.0661 6.7570 8.5074
H -9.8075 5.9694 10.7881
H -10.1732 3.5060 11.0505
H -9.3387 2.0110 9.3893
H -8.0900 2.8605 7.3934
C -7.2729 4.3560 16.9868
C -6.9458 4.6783 15.4926
O -5.9871 5.4443 15.1512
C -7.8893 4.1086 14.4909
H -8.1714 4.9307 17.2118
H -6.4345 4.6094 17.6356
H -7.4460 3.3074 17.2289
H -7.8548 4.5627 13.5006
H -8.7958 4.4047 15.0188
H -7.8319 3.0233 14.4069
C -5.2861 7.5205 12.7065
C -6.3662 6.9830 11.8746
O -7.5481 7.1880 12.2304
C -6.0503 6.2514 10.5810
H -4.7661 8.2081 12.0395
H -4.7147 6.6064 12.8677
H -5.7426 7.9014 13.6200
H -5.1776 5.6335 10.7923
H -5.7846 6.9963 9.8309
H -6.8880 5.6180 10.2892
C -6.8790 8.4179 6.9590
C -7.3155 7.9112 5.5571
O -6.5129 7.7550 4.6443
C -8.6800 7.4640 5.3339
H -7.5115 8.2229 7.8250
H -6.8432 9.4970 6.8095
H -5.9207 7.9923 7.2569
H -9.2041 7.2921 6.2740
H -8.7848 6.5097 4.8177
H -9.1515 8.1556 4.6356
C -6.8398 0.4458 9.1864
C -6.0593 0.9741 10.3911
O -6.5141 0.7902 11.4994
C -4.8683 1.9460 10.2037
H -6.7299 1.2666 8.4777
H -7.8133 0.2041 9.6130
H -6.3927 -0.3976 8.6601
H -4.2764 2.1025 11.1055
H -5.2015 2.8700 9.7311
H -4.2568 1.4535 9.4476

Output
Net charge: 0
LUMO, eV: 0.3
SMILES string: c1ccncc1.c1ccncc1.c1ccncc1.c1ccncc1.c1ccncc1.c1ccncc1.c1ccncc1.CC(C)=O.CC(C)=O.CC(C)=O.CC(C)=O
2S+1: 1
Energy above the lowest of the compared OMol25 structures with the same formula, charge and spin, kJ/mol: 456.8
Energy, Ha: -2510.37741